1.
Here is C41H35NO2SSiV as an isolated structure from OMol25. Energies are from ωB97M-V/def2-TZVPD.

Atoms and positions in Å:
V: -0.11 -0.24 0.11
S: 1.27 -2.31 -3.64
C: 2.05 -3.17 -2.35
C: 2.88 -4.29 -2.41
C: 3.38 -4.79 -1.22
C: 3.06 -4.18 0.00
C: 2.24 -3.08 0.06
C: 1.73 -2.57 -1.13
N: 0.88 -1.47 -1.25
C: 0.58 -1.22 -2.49
C: -0.32 -0.11 -2.81
C: -0.67 0.26 -4.11
C: -1.56 1.31 -4.28
C: -2.08 1.96 -3.17
C: -1.72 1.58 -1.89
C: -0.82 0.54 -1.67
H: 3.12 -4.75 -3.36
H: 4.02 -5.66 -1.24
H: 3.47 -4.59 0.92
H: 1.99 -2.62 1.01
H: -0.27 -0.26 -4.97
H: -1.84 1.61 -5.28
H: -2.78 2.78 -3.32
H: -2.15 2.11 -1.04
O: -1.56 -1.16 0.87
Si: -2.19 -2.37 1.76
C: -4.05 -2.29 1.65
C: -4.65 -1.65 0.56
C: -6.03 -1.64 0.42
C: -6.83 -2.27 1.35
C: -6.25 -2.91 2.44
C: -4.87 -2.91 2.59
C: -1.68 -2.20 3.56
C: -2.27 -1.19 4.33
C: -1.91 -0.98 5.65
C: -0.94 -1.79 6.24
C: -0.35 -2.80 5.50
C: -0.71 -3.00 4.17
C: -1.62 -4.04 1.11
C: -1.06 -4.15 -0.16
C: -0.65 -5.37 -0.67
C: -0.80 -6.52 0.09
C: -1.38 -6.44 1.35
C: -1.78 -5.22 1.85
H: -4.03 -1.14 -0.17
H: -6.48 -1.13 -0.43
H: -7.91 -2.27 1.24
H: -6.88 -3.40 3.18
H: -4.43 -3.40 3.45
H: -3.03 -0.55 3.89
H: -2.38 -0.19 6.23
H: -0.66 -1.64 7.28
H: 0.41 -3.43 5.95
H: -0.22 -3.78 3.60
H: -0.95 -3.26 -0.77
H: -0.21 -5.43 -1.66
H: -0.48 -7.48 -0.30
H: -1.51 -7.34 1.94
H: -2.23 -5.18 2.84
C: 4.62 -3.49 4.53
C: 4.17 -2.40 3.60
C: 2.90 -1.84 3.72
C: 2.46 -0.83 2.87
C: 1.13 -0.19 3.15
C: 3.31 -0.40 1.83
C: 2.82 0.45 0.76
O: 1.61 0.44 0.41
C: 4.62 -0.90 1.75
C: 5.57 -0.42 0.68
C: 5.02 -1.89 2.63
H: 3.78 -3.99 5.00
H: 5.25 -3.09 5.33
H: 5.21 -4.24 4.00
H: 2.24 -2.18 4.51
H: 0.92 -0.22 4.22
H: 0.28 -0.70 2.68
H: 1.11 0.85 2.82
H: 3.50 1.02 0.13
H: 5.17 -0.60 -0.32
H: 6.52 -0.95 0.75
H: 5.77 0.65 0.77
H: 6.03 -2.29 2.54

Properties
- 2S+1 = 2
- orbital gap (spin up / spin down) (eV) = 5.8 / 5.8
- total charge = 0

Charges per atom according to Löwdin partitioning, unit e: number 1, V, carries 0.911; number 2, S, carries 1.133; number 3, C, carries -0.461; number 4, C, carries -0.088; number 5, C, carries -0.080; number 6, C, carries -0.060; number 7, C, carries 0.003; number 8, C, carries -0.286; number 9, N, carries -0.005; number 10, C, carries -0.506; number 11, C, carries -0.250; number 12, C, carries -0.051; number 13, C, carries -0.085; number 14, C, carries -0.086; number 15, C, carries -0.099; number 16, C, carries -0.141; number 17, H, carries 0.109; number 18, H, carries 0.104; number 19, H, carries 0.106; number 20, H, carries 0.110; number 21, H, carries 0.098; number 22, H, carries 0.101; number 23, H, carries 0.100; number 24, H, carries 0.095; number 25, O, carries -0.394; number 26, Si, carries 0.503; number 27, C, carries -0.223; number 28, C, carries -0.084; number 29, C, carries -0.088; number 30, C, carries -0.096; number 31, C, carries -0.091; number 32, C, carries -0.095; number 33, C, carries -0.238; number 34, C, carries -0.090; number 35, C, carries -0.083; number 36, C, carries -0.092; number 37, C, carries -0.102; number 38, C, carries -0.104; number 39, C, carries -0.208; number 40, C, carries -0.087; number 41, C, carries -0.080; number 42, C, carries -0.088; number 43, C, carries -0.087; number 44, C, carries -0.102; number 45, H, carries 0.098; number 46, H, carries 0.100; number 47, H, carries 0.099; number 48, H, carries 0.099; number 49, H, carries 0.102; number 50, H, carries 0.110; number 51, H, carries 0.102; number 52, H, carries 0.101; number 53, H, carries 0.101; number 54, H, carries 0.100; number 55, H, carries 0.090; number 56, H, carries 0.102; number 57, H, carries 0.100; number 58, H, carries 0.100; number 59, H, carries 0.101; number 60, C, carries -0.048; number 61, C, carries -0.262; number 62, C, carries -0.006; number 63, C, carries -0.197; number 64, C, carries -0.029; number 65, C, carries -0.137; number 66, C, carries -0.151; number 67, O, carries -0.187; number 68, C, carries -0.217; number 69, C, carries -0.046; number 70, C, carries -0.013; number 71, H, carries 0.073; number 72, H, carries 0.084; number 73, H, carries 0.077; number 74, H, carries 0.104; number 75, H, carries 0.089; number 76, H, carries 0.046; number 77, H, carries 0.088; number 78, H, carries 0.122; number 79, H, carries 0.083; number 80, H, carries 0.076; number 81, H, carries 0.086; number 82, H, carries 0.118



2.
Here is a 2-piece molecular cluster, C4H15N2O overall at a distorted geometry from OMol25. Energies are from ωB97M-V/def2-TZVPD.

Atoms and positions in Å:
C: -0.41 1.18 -0.81
N: -0.20 1.33 0.63
C: 0.53 2.59 0.97
C: -0.35 -0.29 -1.26
N: 0.51 -1.06 -0.29
C: 1.52 -2.00 -0.82
H: -1.40 1.50 -1.15
H: 0.23 1.81 -1.43
H: -1.11 1.27 1.08
H: -0.21 3.04 1.65
H: 1.44 2.52 1.55
H: 0.85 3.26 0.15
H: -1.31 -0.82 -1.31
H: -0.02 -0.32 -2.32
H: -0.15 -1.55 0.33
H: 0.85 -0.25 0.36
H: 1.22 -3.03 -0.57
H: 1.75 -1.93 -1.91
H: 2.52 -1.80 -0.43
H: -2.32 -2.48 1.51
H: -2.15 -1.29 2.44
O: -1.78 -1.69 1.63

Properties
- relative energy (zero: lowest compared OMol25 entry of this formula, charge and spin) (kcal/mol) = 39.5
- orbital gap (eV) = 10.5
- total charge = +1

Charges per atom according to Löwdin partitioning, unit e: number 1, C, carries -0.210; number 2, N, carries -0.122; number 3, C, carries -0.084; number 4, C, carries -0.119; number 5, N, carries -0.022; number 6, C, carries -0.013; number 7, H, carries 0.128; number 8, H, carries 0.124; number 9, H, carries 0.113; number 10, H, carries 0.090; number 11, H, carries 0.071; number 12, H, carries 0.090; number 13, H, carries 0.128; number 14, H, carries 0.135; number 15, H, carries 0.117; number 16, H, carries 0.177; number 17, H, carries 0.105; number 18, H, carries 0.114; number 19, H, carries 0.097; number 20, H, carries 0.061; number 21, H, carries 0.066; number 22, O, carries -0.046



3.
Here is a 2-piece molecular cluster, C4H11NO2 overall at a distorted geometry from OMol25. Energies are from ωB97M-V/def2-TZVPD.

Atoms and positions in Å:
C: -0.21 1.46 -1.29
C: 0.29 0.12 -0.74
N: 0.72 0.31 0.63
C: 1.07 -0.68 1.54
C: 2.46 -1.25 1.48
O: 0.39 -0.80 2.54
H: -0.64 1.41 -2.29
H: 0.65 2.12 -1.32
H: -0.99 1.85 -0.62
H: -0.46 -0.68 -0.76
H: 1.10 -0.11 -1.45
H: -0.04 0.82 1.09
H: 3.18 -0.49 1.20
H: 2.74 -1.59 2.48
H: 2.50 -2.08 0.77
O: -4.00 -0.09 -0.78
H: -4.22 0.57 -1.45
H: -4.53 -0.86 -1.04

Properties
- relative energy (zero: lowest compared OMol25 entry of this formula, charge and spin) (kcal/mol) = 22.7
- orbital gap (eV) = 10.0
- SMILES = CCNC(C)=O.O
- total charge = 0

Charges per atom according to Löwdin partitioning, unit e: number 1, C, carries -0.098; number 2, C, carries -0.264; number 3, N, carries 0.019; number 4, C, carries -0.521; number 5, C, carries -0.006; number 6, O, carries 0.059; number 7, H, carries 0.072; number 8, H, carries 0.075; number 9, H, carries 0.071; number 10, H, carries 0.115; number 11, H, carries 0.113; number 12, H, carries 0.125; number 13, H, carries 0.077; number 14, H, carries 0.081; number 15, H, carries 0.082; number 16, O, carries -0.069; number 17, H, carries 0.031; number 18, H, carries 0.039



What is the total charge in the second record? +1



What did the third record say?
Here is a 2-piece molecular cluster, C4H11NO2 overall at a distorted geometry from OMol25. Energies are from ωB97M-V/def2-TZVPD.

Atoms and positions in Å:
C: -0.21 1.46 -1.29
C: 0.29 0.12 -0.74
N: 0.72 0.31 0.63
C: 1.07 -0.68 1.54
C: 2.46 -1.25 1.48
O: 0.39 -0.80 2.54
H: -0.64 1.41 -2.29
H: 0.65 2.12 -1.32
H: -0.99 1.85 -0.62
H: -0.46 -0.68 -0.76
H: 1.10 -0.11 -1.45
H: -0.04 0.82 1.09
H: 3.18 -0.49 1.20
H: 2.74 -1.59 2.48
H: 2.50 -2.08 0.77
O: -4.00 -0.09 -0.78
H: -4.22 0.57 -1.45
H: -4.53 -0.86 -1.04

Properties
- relative energy (zero: lowest compared OMol25 entry of this formula, charge and spin) (kcal/mol) = 22.7
- orbital gap (eV) = 10.0
- SMILES = CCNC(C)=O.O
- total charge = 0

Charges per atom according to Löwdin partitioning, unit e: number 1, C, carries -0.098; number 2, C, carries -0.264; number 3, N, carries 0.019; number 4, C, carries -0.521; number 5, C, carries -0.006; number 6, O, carries 0.059; number 7, H, carries 0.072; number 8, H, carries 0.075; number 9, H, carries 0.071; number 10, H, carries 0.115; number 11, H, carries 0.113; number 12, H, carries 0.125; number 13, H, carries 0.077; number 14, H, carries 0.081; number 15, H, carries 0.082; number 16, O, carries -0.069; number 17, H, carries 0.031; number 18, H, carries 0.039